1.
Here is a structure of composition C5H11BrN from OMol25. Energies are from ωB97M-V/def2-TZVPD.

Charge: +1
Energy above the lowest of the compared OMol25 structures with the same formula, charge and spin (kcal/mol): 130.09
HOMO level (spin up / spin down) (eV): -12.536 / -13.629
Gap between HOMO and LUMO (spin up / spin down) (eV): 7.58 / 9.22
Energy (a.u.): -2825.42983

Geometry (Å):
C  -0.162  1.612  0.204
C  1.228  2.750  -0.657
C  0.972  -0.319  1.137
C  0.179  -0.345  -1.146
C  -1.405  -0.244  0.676
N  -0.064  0.187  0.208
Br  1.093  4.521  -0.391
H  -0.351  2.087  1.152
H  1.634  2.379  -1.584
H  0.933  -1.406  1.181
H  1.958  -0.006  0.797
H  0.807  0.081  2.137
H  1.178  -0.072  -1.476
H  0.089  -1.430  -1.143
H  -0.547  0.073  -1.843
H  -1.480  -1.330  0.664
H  -1.584  0.111  1.690
H  -2.172  0.177  0.026

Atomic partial charges in e from the natural (NBO) method, atoms 1 to 2:
1. C 0.009
2. C -0.290



2.
Here is the ion C5H11BrN with charge +1 from OMol25. Energies are from ωB97M-V/def2-TZVPD.

Structure (SMILES): CC[N+](=CBr)CC
Charge: +1
Energy above the lowest of the compared OMol25 structures with the same formula, charge and spin (kcal/mol): 48.05
HOMO level (eV): -15.107
Gap between HOMO and LUMO (eV): 9.87
Energy (a.u.): -2825.56058

Geometry (Å):
C  2.070  -0.341  -0.051
C  -1.186  -1.696  -0.345
C  -0.702  1.962  0.214
C  -0.055  -0.779  -0.983
C  0.127  0.749  0.863
N  0.751  -0.112  -0.013
Br  3.297  0.064  1.317
H  2.345  -0.926  -0.868
H  -0.734  -1.881  0.712
H  -2.038  -1.075  -0.378
H  -1.228  -2.576  -0.827
H  -1.540  1.577  -0.359
H  -1.273  2.250  1.137
H  -0.182  2.726  -0.353
H  -0.569  -0.043  -1.620
H  0.639  -1.309  -1.563
H  -0.585  0.191  1.635
H  0.864  1.220  1.483

Atomic partial charges in e from the natural (NBO) method, atoms 1 to 2:
1. C 0.141
2. C -0.577



3.
Here is a cluster of 2 separate species, C5H11BrO2 in total from OMol25. Energies are from ωB97M-V/def2-TZVPD.

Charge: 0
Energy above the lowest of the compared OMol25 structures with the same formula, charge and spin (kcal/mol): 40.83
HOMO level (eV): -7.956
Gap between HOMO and LUMO (eV): 8.63
Energy (a.u.): -2921.50129

Geometry (Å):
C  0.083  1.226  -1.643
C  0.410  1.324  1.005
C  -1.296  -1.596  0.755
C  -0.074  -1.251  -0.023
C  0.725  0.717  -0.350
O  -1.440  -1.227  2.104
O  2.019  0.485  -0.584
Br  -0.091  -2.035  -1.775
H  -1.001  1.013  -1.770
H  0.190  2.339  -1.570
H  0.816  0.946  -2.503
H  0.788  0.629  1.768
H  0.956  2.220  1.146
H  -0.701  1.436  1.117
H  -1.610  -2.647  0.655
H  -2.137  -1.037  0.186
H  0.984  -1.407  0.392
H  -0.742  -1.559  2.685
H  2.120  0.425  -1.593

Atomic partial charges in e from the natural (NBO) method, atoms 1 to 2:
1. C -0.669
2. C -0.664



4.
Here is a structure of composition C5H11CeClNOY from OMol25. Energies are from ωB97M-V/def2-TZVPD.

Charge: 0
Energy above the lowest of the compared OMol25 structures with the same formula, charge and spin (kcal/mol): 22.18
HOMO level (spin up / spin down) (eV): -7.244 / -7.244
Gap between HOMO and LUMO (spin up / spin down) (eV): 6.20 / 6.19
Energy (a.u.): -1300.53765

Geometry (Å):
Y  0.583  0.306  -1.904
Cl  1.402  -1.738  -0.226
C  2.550  1.326  -1.951
C  -0.571  -1.112  -3.117
H  2.315  1.611  -2.999
H  2.426  2.098  -1.174
H  3.220  0.470  -1.789
H  -0.368  -0.461  -3.992
H  -1.566  -1.044  -2.652
H  0.036  -2.018  -2.992
Ce  0.057  0.168  1.278
C  -1.709  -1.032  2.154
C  -0.858  1.309  -0.395
H  -2.598  -0.485  1.793
H  -1.531  -2.109  1.972
H  -1.591  -0.821  3.240
H  -1.866  1.066  -0.804
H  -0.289  2.271  -0.227
O  -0.004  -0.002  5.757
C  0.080  0.043  4.615
N  0.285  0.153  3.414

Atomic partial charges in e from the Löwdin method, atoms 1 to 2:
1. Y 1.027
2. Cl 0.061



5.
Here is a structure of composition C5H11CeFO3 from OMol25. Energies are from ωB97M-V/def2-TZVPD.

Spin multiplicity: 2
Charge: +1
Energy above the lowest of the compared OMol25 structures with the same formula, charge and spin (kcal/mol): 25.57
HOMO level (spin up / spin down) (eV): -9.871 / -9.872
Gap between HOMO and LUMO (spin up / spin down) (eV): 4.47 / 4.51
Energy (a.u.): -997.40831

Geometry (Å):
F  -1.570  -4.311  -3.177
C  -0.883  -2.164  -1.950
H  -0.276  -2.999  -1.572
H  -1.965  -2.257  -1.786
H  -0.548  -1.780  -2.919
C  0.913  3.088  0.470
O  0.856  2.725  -0.873
C  1.044  1.862  1.374
O  0.047  0.934  0.929
C  0.176  -0.425  1.331
C  -0.736  -1.224  0.429
O  -0.482  -0.883  -0.943
Ce  -0.047  1.173  -1.343
H  0.007  3.649  0.777
H  1.777  3.744  0.686
H  0.884  2.101  2.436
H  2.034  1.393  1.251
H  -0.110  -0.551  2.385
H  1.223  -0.744  1.207
H  -1.797  -1.032  0.660
H  -0.547  -2.297  0.626

Atomic partial charges in e from the Löwdin method, atoms 1 to 2:
1. F -0.696
2. C 0.100



6.
Here is a cluster of 2 separate species, C5H11Cl2N in total from OMol25. Energies are from ωB97M-V/def2-TZVPD.

Charge: 0
Energy above the lowest of the compared OMol25 structures with the same formula, charge and spin (kcal/mol): 98.89
HOMO level (spin up / spin down) (eV): -7.475 / -7.479
Gap between HOMO and LUMO (spin up / spin down) (eV): 7.68 / 7.68
Energy (a.u.): -1172.09292

Geometry (Å):
C  -2.184  0.461  1.091
C  2.388  0.411  0.302
C  1.465  -0.973  -1.509
C  -1.853  -0.938  0.571
C  0.237  0.807  -0.593
N  1.351  0.112  -0.766
Cl  -2.583  -1.516  -0.934
Cl  0.582  2.635  -0.236
H  -1.831  1.350  0.440
H  -3.206  0.512  1.250
H  -1.601  0.590  1.998
H  1.752  0.216  1.342
H  3.162  -0.268  0.046
H  2.769  1.387  0.296
H  -0.892  -1.104  0.535
H  0.659  -1.131  -2.239
H  2.336  -1.599  -1.547
H  -2.244  -1.517  1.385
H  -0.309  0.566  -1.430

Atomic partial charges in e from the natural (NBO) method, atoms 1 to 2:
1. C -0.607
2. C -0.403



7.
Here is a cluster of 2 separate species, C5H11Cl2NO in total from OMol25. Energies are from ωB97M-V/def2-TZVPD.

Structure (SMILES): CCN(CC)C(=O)Cl.Cl
Charge: 0
Energy above the lowest of the compared OMol25 structures with the same formula, charge and spin (kcal/mol): 19.65
HOMO level (eV): -9.644
Gap between HOMO and LUMO (eV): 10.02
Energy (a.u.): -1247.47275

Geometry (Å):
C  -0.697  -2.055  0.136
C  -0.120  1.960  0.280
C  -0.466  -1.035  -0.912
C  0.602  0.641  0.652
C  1.906  -0.415  -1.123
N  0.805  -0.147  -0.456
O  1.995  -1.089  -2.115
Cl  2.437  -1.837  2.028
Cl  3.315  0.508  -0.586
H  -0.628  -1.614  1.216
H  -1.676  -2.557  -0.152
H  0.132  -2.753  0.186
H  -1.019  1.780  -0.143
H  -0.294  2.448  1.229
H  0.545  2.656  -0.279
H  -0.323  -1.369  -1.876
H  -1.292  -0.307  -0.880
H  1.666  0.933  0.993
H  0.213  0.132  1.512
H  1.917  -2.654  2.959

Atomic partial charges in e from the natural (NBO) method, atoms 1 to 2:
1. C -0.633
2. C -0.609



8.
Here is a structure of composition C5H11Cl2PS from OMol25. Energies are from ωB97M-V/def2-TZVPD.

Charge: 0
HOMO level (eV): -8.868
Gap between HOMO and LUMO (eV): 8.66
Energy (a.u.): -1857.04770

Geometry (Å):
C  -0.074  -1.231  1.243
C  0.841  1.415  -0.087
C  -0.101  -0.096  -1.815
C  -1.024  -0.158  0.674
C  -0.323  0.599  -0.465
P  -1.826  2.358  -0.951
S  -1.062  3.915  -1.807
Cl  -3.162  1.369  -2.152
Cl  -3.008  2.732  0.759
H  -0.666  -1.669  2.015
H  0.812  -0.681  1.741
H  0.265  -1.733  0.450
H  0.840  1.815  0.876
H  0.989  2.151  -0.782
H  1.697  0.730  -0.318
H  -0.897  -0.819  -1.891
H  -0.181  0.698  -2.544
H  0.879  -0.503  -1.829
H  -1.914  -0.602  0.143
H  -1.306  0.688  1.352

Atomic partial charges in e from the natural (NBO) method, atoms 1 to 2:
1. C -0.598
2. C -0.711



| no. | largest force on an atom (eV Å⁻¹) |
| --- | --- |
| 1 | 6.8 |
| 2 | 6.2 |
| 3 | 5.0 |
| 4 | 3.5 |
| 5 | 6.8 |
| 6 | 5.2 |
| 7 | 5.2 |
| 8 | 5.9 |